Formula: C30H49Cl3LuN3O4Si
Source: the OMol25 dataset
Level of theory: the ωB97M-V functional and the def2-TZVPD basis

Properties
**HOMO energy**: -4.740 eV
**Orbital gap**: 4.39 eV

Each line ends with the Löwdin charge.
Element x y z (Å)
C  3.26121  -2.38474  -6.37818  -0.118
C  2.62016  -1.61485  -7.48600  -0.246
H  3.09106  -3.46181  -6.46235  0.059
H  2.87079  -2.09589  -5.40089  0.033
H  4.35641  -2.25404  -6.41036  0.092
C  2.69926  -2.19690  -8.70999  -0.116
C  3.27565  -3.54750  -9.04950  -0.110
H  2.42107  -1.64877  -9.59469  0.082
H  2.87542  -4.38084  -8.44272  0.074
H  4.38103  -3.62799  -8.99025  0.081
H  3.04294  -3.79528  -10.10716  0.069
Lu  -0.06683  0.38541  -1.62255  1.399
Cl  2.06822  0.88277  -2.65681  -0.034
C  -0.65740  3.24955  -2.29825  -0.238
O  -1.17544  2.15931  -1.85576  -0.219
N  -1.35422  4.11478  -2.99798  -0.147
C  -2.75478  3.80192  -3.30695  0.000
C  -0.69185  5.27119  -3.57407  -0.013
H  0.40290  3.48649  -2.11752  0.149
H  -3.22895  3.35620  -2.42738  0.096
H  -2.82621  3.07768  -4.13782  0.093
H  -3.25606  4.74761  -3.57674  0.102
H  0.13448  5.52503  -2.89791  0.103
H  -1.38842  6.11010  -3.63700  0.098
H  -0.25451  5.04977  -4.55627  0.103
H  -2.03674  2.32653  1.69222  0.086
H  -1.18747  1.27172  4.26460  0.096
C  -2.25113  1.25630  1.63126  -0.004
C  -1.30282  0.30587  3.74616  -0.023
N  -1.21514  0.46670  2.30946  -0.137
H  -2.32686  0.95817  0.59615  0.071
C  -0.22135  -0.01599  1.59680  -0.202
O  -0.13543  0.29033  0.37258  -0.253
H  -0.50937  -0.37959  4.09246  0.109
H  0.56497  -0.62746  2.05404  0.170
H  -3.19434  1.04657  2.14281  0.098
H  -2.28890  -0.09541  3.98418  0.090
H  -0.07060  -5.47715  -0.53858  0.094
H  -0.06891  -3.43431  -3.61675  -0.148
C  -1.01445  -5.16853  -0.96111  -0.035
C  -0.94188  -4.04722  -3.14580  -0.169
N  -0.92862  -3.91107  -1.68784  -0.152
H  -1.74546  -5.05804  -0.16444  0.087
C  -1.11920  -2.75802  -1.05244  -0.234
O  -0.88637  -1.61542  -1.53949  -0.193
H  -1.89217  -3.75490  -3.58718  0.087
H  -1.47048  -2.90084  -0.03347  0.142
H  -1.34071  -5.93256  -1.68069  0.094
H  -0.75829  -5.11466  -3.34094  0.081
O  1.30648  -0.02133  -6.07312  -0.251
C  2.19788  -0.18881  -7.19419  -0.271
C  0.68193  -0.00426  -9.28786  -0.079
C  1.65494  0.54368  -8.44133  -0.188
H  0.35392  -1.04838  -9.15292  0.120
C  0.16450  0.77304  -10.35418  -0.072
H  3.13319  0.33925  -6.90976  0.153
C  2.18068  1.81344  -8.73960  -0.043
H  -0.67418  0.37031  -10.95145  0.109
C  0.68547  2.04520  -10.60697  -0.101
C  1.69584  2.55897  -9.80533  -0.095
H  3.01690  2.16217  -8.10521  0.124
H  0.27841  2.66296  -11.39602  0.095
H  2.07539  3.55456  -9.97222  0.097
Si  -0.45043  0.09532  -5.99462  0.438
Cl  0.30994  -2.85299  -5.19655  0.116
C  -1.70046  -0.56088  -7.23545  -0.174
C  -0.35718  1.98218  -6.22116  -0.157
C  -0.99231  -0.03284  -4.18114  -0.253
H  -1.65258  0.01120  -8.17760  0.019
H  -2.71794  -0.38402  -6.82778  0.038
H  -1.59898  -1.64176  -7.45568  0.030
H  -1.45289  -0.99960  -4.02318  0.009
H  -1.70234  0.73779  -3.88876  0.026
H  -0.00988  0.04365  -3.69162  -0.093
H  -0.04546  2.23759  -7.24462  0.024
H  0.42562  2.30287  -5.51446  0.032
H  -1.31965  2.45563  -5.98915  0.010
Cl  0.39785  3.66456  2.94770  0.653
C  1.57442  2.51591  3.42931  -0.685
C  1.74092  2.20274  4.76824  -0.172
C  2.60240  1.16367  5.15821  -0.164
C  3.34368  0.49486  4.17472  -0.150
C  3.25741  0.85365  2.84641  -0.096
C  2.34306  1.87314  2.38864  -0.419
C  2.24630  2.15135  1.04175  -0.123
H  1.19263  2.78238  5.51119  0.092
H  2.71320  0.92224  6.21173  0.074
H  4.02601  -0.31799  4.43719  0.092
H  3.88421  0.35281  2.09908  0.101
H  2.81099  1.54259  0.35097  -0.001
H  1.62484  2.95936  0.65036  -0.015

Forces on the atoms, in the same order (eV/Å):
0.2 -0.1 0.9
0.5 -1.4 -1.1
-0.1 0.2 -0.1
0.2 0.1 -0.1
-0.2 0.2 0.1
0.1 0.9 0.6
0.1 -0.8 -0.4
-0.2 0.2 0.0
0.1 0.5 -0.1
-0.5 0.3 0.2
0.0 0.2 0.6
0.8 -0.9 -0.8
0.0 0.1 0.2
-0.5 -0.6 0.1
0.3 1.8 -0.5
-0.1 -0.9 0.3
-0.2 0.3 -0.3
0.6 0.3 0.1
-0.3 -0.1 0.0
0.1 0.2 -0.2
0.1 0.4 0.3
0.2 -0.6 0.1
-0.2 0.2 -0.3
0.1 -0.2 0.0
-0.4 0.0 0.1
0.1 -0.2 0.0
0.1 -0.3 -0.4
-0.1 0.0 0.7
0.2 -0.1 0.5
0.3 -0.1 -0.5
0.0 0.0 -0.1
0.0 1.0 -0.3
-0.1 -0.9 1.9
-0.4 0.4 -0.1
-0.3 0.2 0.2
0.1 0.1 -0.1
0.1 -0.1 0.1
0.4 0.1 0.1
-1.7 -1.1 1.0
-0.8 -0.1 0.0
1.8 -0.1 0.6
-1.2 0.7 0.4
-0.1 -0.3 0.2
1.0 -1.1 -1.0
-0.6 -0.6 0.1
0.0 0.2 0.2
0.1 0.3 0.4
0.0 0.2 0.6
0.0 0.6 -0.2
-1.3 -0.8 -0.5
-0.5 0.4 -0.7
-0.2 0.4 -0.5
0.5 -0.1 0.0
0.0 0.8 0.1
0.1 -0.5 0.5
-0.5 -0.2 0.1
0.2 -0.5 0.4
0.7 0.3 0.2
-0.4 -0.3 0.2
0.1 -0.2 0.3
-0.7 0.1 -0.4
0.0 -0.1 -0.1
0.1 0.1 -0.2
2.5 1.2 -0.6
0.6 1.2 -2.4
-0.2 -0.4 -0.1
-0.5 -0.2 0.1
0.0 -0.6 -0.3
0.1 -0.2 0.4
0.5 -0.2 0.0
0.0 0.6 0.2
0.2 -0.3 0.2
0.1 0.4 -0.1
-0.1 -0.2 -0.8
-0.1 0.0 0.4
-0.3 0.1 -0.2
0.1 0.3 -0.1
-0.7 0.7 -0.1
1.0 -1.2 0.3
0.1 -0.3 -0.1
-0.3 0.4 0.4
0.1 -0.1 -0.5
-0.2 -0.3 0.4
0.0 0.1 -0.3
-0.5 0.2 -0.3
0.0 -0.2 -0.1
0.0 0.0 -0.2
-0.2 0.3 0.1
-0.3 0.2 0.3
0.2 0.2 -0.2
0.2 -0.2 0.1

Formula: C2HFLaO2
Source: the OMol25 dataset
Level of theory: the ωB97M-V functional and the def2-TZVPD basis

Properties
**HOMO energy (spin up / spin down)**: -12.516 / -12.518 eV
**Total charge**: +1
**Orbital gap (spin up / spin down)**: 6.94 / 6.94 eV

Each line ends with the Löwdin charge.
Element x y z (Å)
O  0.95952  0.03875  -1.27396  -0.144
C  0.88905  -0.68173  -0.29780  -0.094
C  0.03537  -0.65426  0.81447  -0.061
H  0.53038  -0.42575  1.76824  0.140
F  -0.69111  -1.79939  0.99522  0.029
La  -0.49061  2.14330  -1.96623  1.903
O  -1.23260  1.37908  -0.03995  -0.773

Forces on the atoms, in the same order (eV/Å):
0.6 -0.8 0.1
-1.4 2.6 -1.0
0.7 -3.3 0.9
-0.4 0.7 -0.2
0.2 1.6 -0.4
-1.7 -3.0 5.9
1.9 2.3 -5.3

| no. | F_max (eV Å⁻¹) | DFT total energy (eV) |
| --- | --- | --- |
| 1 | 2.8 | -123632.604 |
| 2 | 6.8 | -9750.672 |